<A>
C3H4P2 | wB97M-V/def2-TZVPD

Geometry as XYZ:
```
9
Properties=species:S:1:pos:R:3
C -0.142 -0.197 -1.493
C -0.362 0.259 1.330
C -0.066 0.217 -0.069
P 1.518 -0.182 -0.752
P 0.517 -1.291 0.850
H -0.405 -1.140 -1.757
H -0.306 0.457 -2.265
H 0.461 1.708 2.195
H -1.215 0.171 1.962
```

lowest unoccupied orbital energy (spin up / spin down) = -0.0122 / -0.0122 hartree
highest occupied orbital energy (spin up / spin down) = -7.73 / -7.73 eV
spin multiplicity = 1
HOMO-LUMO gap (spin up / spin down) = 7.40 / 7.40 eV

<B>
C3H4P2 | wB97M-V/def2-TZVPD

Geometry as XYZ:
```
9
Properties=species:S:1:pos:R:3
C -0.205 1.288 0.329
P -0.645 -0.061 1.624
C -0.356 -1.391 0.626
P 0.106 -1.012 -1.133
C 0.114 0.779 -0.864
H -0.404 2.311 0.795
H -0.309 -2.387 1.037
H 1.438 -0.997 -0.820
H 0.261 1.470 -1.594
```

lowest unoccupied orbital energy = -0.0006 hartree
highest occupied orbital energy = -9.16 eV
SMILES = C1=PC=[PH]=C1
spin multiplicity = 1
HOMO-LUMO gap = 9.15 eV

It is <B> that is the most stable of them.

<A>
C14H21Cl2CoO6 | wB97M-V/def2-TZVPD

Geometry as XYZ:
```
44
Properties=species:S:1:pos:R:3
Co -0.173 0.518 -0.186
C 1.651 2.132 2.074
O 1.169 0.893 1.585
C 2.014 -0.202 1.922
C 1.888 -1.299 0.855
O 0.566 -1.480 0.377
C -0.338 -2.223 1.178
C -1.141 -1.346 2.142
O -1.626 -0.206 1.447
C -2.308 0.663 2.336
H 2.641 2.350 1.662
H 0.942 2.897 1.759
H 1.708 2.107 3.168
H 1.733 -0.571 2.918
H 3.060 0.119 1.959
H 2.288 -2.245 1.238
H 2.450 -0.999 -0.033
H 0.195 -3.001 1.738
H -1.025 -2.690 0.465
H -0.520 -1.014 2.984
H -1.985 -1.927 2.540
H -3.153 0.144 2.796
H -2.660 1.517 1.765
H -1.640 1.015 3.127
Cl -2.010 1.975 -0.915
C -2.620 0.742 -2.020
Cl -1.474 -0.606 -1.965
H -2.655 1.149 -3.031
H -3.600 0.409 -1.674
O 2.884 2.756 -4.606
C 2.029 3.434 -3.857
C 1.487 4.633 -4.346
C 0.701 5.427 -3.544
C 0.387 5.034 -2.248
C 0.825 3.807 -1.786
C 1.626 3.002 -2.579
C 2.069 1.631 -2.117
O 3.097 1.157 -2.587
O 1.290 1.066 -1.297
H 3.248 2.004 -4.075
H 1.734 4.919 -5.354
H 0.325 6.366 -3.923
H -0.203 5.674 -1.612
H 0.563 3.478 -0.790
```

lowest unoccupied orbital energy (spin up / spin down) = -0.1943 / -0.1591 hartree
net charge = +1
highest occupied orbital energy (spin up / spin down) = -10.36 / -10.36 eV
<S²> = 0.7574
spin multiplicity = 2
HOMO-LUMO gap (spin up / spin down) = 5.07 / 6.03 eV

<B>
C14H21Cl2CoO6 | wB97M-V/def2-TZVPD

Geometry as XYZ:
```
44
Properties=species:S:1:pos:R:3
Co 0.094 0.726 -0.482
C 2.811 1.417 0.123
O 1.806 1.647 -0.887
C 1.780 2.999 -1.381
C 1.190 3.909 -0.331
O 0.013 3.243 0.080
C -0.434 3.494 1.401
C -1.089 2.223 1.879
O -0.174 1.145 1.630
C -0.460 0.008 2.460
H 3.740 1.895 -0.185
H 2.951 0.343 0.188
H 2.481 1.808 1.086
H 1.148 2.974 -2.267
H 2.791 3.289 -1.667
H 0.975 4.897 -0.748
H 1.871 4.034 0.517
H -1.138 4.330 1.433
H 0.420 3.731 2.043
H -2.031 2.024 1.358
H -1.289 2.288 2.951
H -0.383 0.302 3.507
H 0.290 -0.747 2.243
H -1.456 -0.381 2.250
Cl -0.154 0.514 -3.067
C -1.908 0.842 -3.103
Cl -2.351 1.955 -1.807
H -2.423 -0.099 -2.956
H -2.139 1.301 -4.056
O 1.876 -3.549 -0.192
C 0.583 -3.905 -0.152
C 0.296 -5.268 -0.060
C -1.012 -5.696 -0.014
C -2.076 -4.788 -0.058
C -1.804 -3.446 -0.149
C -0.478 -2.985 -0.197
C -0.232 -1.559 -0.290
O 0.953 -1.053 -0.302
O -1.177 -0.700 -0.357
H 1.935 -2.581 -0.265
H 1.123 -5.964 -0.028
H -1.216 -6.756 0.057
H -3.096 -5.142 -0.021
H -2.603 -2.718 -0.183
```

lowest unoccupied orbital energy (spin up / spin down) = -0.1299 / -0.0983 hartree
net charge = +1
highest occupied orbital energy (spin up / spin down) = -11.26 / -11.26 eV
<S²> = 0.7779
spin multiplicity = 2
HOMO-LUMO gap (spin up / spin down) = 7.73 / 8.59 eV

It is <B> that is the most stable of them.

<A>
C8H12N4 | wB97M-V/def2-TZVPD

Geometry as XYZ:
```
24
Properties=species:S:1:pos:R:3
C -1.252 3.125 -0.848
C 0.174 2.775 -0.663
C 1.283 3.417 -0.090
N 2.239 2.425 -0.005
C 1.733 1.289 -0.536
N 0.558 1.485 -1.050
H -1.777 3.067 0.133
H -1.740 2.412 -1.502
H -1.474 4.198 -0.939
H 1.283 4.365 0.375
H 3.153 2.713 0.312
H 2.417 0.460 -0.507
C -0.158 -2.176 2.257
C -0.313 -2.704 0.860
C -1.311 -3.368 0.230
N -1.030 -3.364 -1.121
C 0.016 -2.414 -1.296
N 0.483 -2.111 -0.145
H 0.423 -2.876 2.933
H -1.163 -2.155 2.699
H 0.046 -1.151 2.506
H -2.288 -3.777 0.406
H -1.641 -3.745 -1.822
H 0.339 -1.890 -2.188
```

lowest unoccupied orbital energy = 0.0360 hartree
highest occupied orbital energy = -8.19 eV
SMILES = Cc1c[nH]cn1.Cc1c[nH]cn1
spin multiplicity = 1
HOMO-LUMO gap = 9.17 eV

<B>
C8H12N4 | wB97M-V/def2-TZVPD

Geometry as XYZ:
```
24
Properties=species:S:1:pos:R:3
C 1.550 2.038 -0.249
C 0.333 -0.120 -0.733
C 0.606 -1.487 -0.986
C -0.658 0.267 -1.672
C 1.750 -2.346 -0.507
C -1.258 1.623 -1.757
C -0.606 0.664 2.422
C 1.163 1.025 0.581
N 1.977 2.733 -1.046
N -0.213 -1.928 -1.958
N -0.945 -0.935 -2.316
N 0.202 1.538 1.554
H 2.524 -2.124 -1.268
H 2.304 -2.110 0.377
H 1.587 -3.323 -0.726
H -1.356 2.086 -2.761
H -2.256 1.704 -1.400
H -0.484 2.224 -1.185
H -1.430 0.052 1.917
H -0.068 -0.193 2.861
H -1.047 1.331 3.281
H 1.891 0.269 0.938
H -1.597 -0.976 -3.078
H -0.512 2.241 1.057
```

lowest unoccupied orbital energy = 0.0271 hartree
highest occupied orbital energy = -8.84 eV
spin multiplicity = 1
HOMO-LUMO gap = 9.58 eV

<C>
C8H12N4 | wB97M-V/def2-TZVPD

Geometry as XYZ:
```
24
Properties=species:S:1:pos:R:3
C 9.145 5.409 6.023
C 7.997 4.756 6.675
N 7.166 4.340 7.385
H 9.588 5.990 6.842
H 8.741 6.174 5.315
H 9.857 4.796 5.478
C 9.259 10.326 5.393
C 9.319 9.168 6.291
N 9.295 8.322 7.099
H 9.431 10.034 4.345
H 9.973 11.072 5.703
H 8.285 10.831 5.403
C 4.762 6.946 6.574
C 5.771 6.621 5.522
N 6.587 6.484 4.742
H 5.135 7.568 7.356
H 4.507 5.964 7.000
H 3.871 7.367 6.024
C 7.143 7.109 9.812
C 6.831 8.493 9.304
N 6.552 9.482 8.808
H 7.247 7.004 10.882
H 8.081 6.792 9.338
H 6.369 6.435 9.488
```

lowest unoccupied orbital energy = 0.0281 hartree
highest occupied orbital energy = -11.15 eV
SMILES = CC#N.CC#N.CC#N.CC#N
spin multiplicity = 1
HOMO-LUMO gap = 11.91 eV

It is <A> that is the most stable of them.